The ion C4H7IN2OP with charge +1 in a non-equilibrium geometry, computed with wB97M-V/def2-TZVPD.

Output
SMILES string ... CN1C=C(O)P(=[NH2+])=C1I
Total charge ... +1
E_LUMO (alpha / beta) ... -0.1815 / -0.1814 Eh
Kohn-Sham gap (alpha / beta) ... 7.005 / 7.010 eV
E ... -26668.24300 eV
Relative energy (zero: lowest compared OMol25 entry of this formula, charge and spin) ... 130.5 kJ/mol

Each line ends with the Mulliken charge.
Geometry (Å):
C -1.44414 1.03008 -0.12870  0.33
N 0.86367 2.73182 -0.48469  -0.47
H -1.93974 -1.49557 0.17199  0.33
C -1.15740 -0.77338 0.27302  -0.35
H -3.33633 1.01105 0.27002  0.39
C 0.96497 0.01179 0.01734  0.14
H -0.21002 -3.08109 0.36100  0.31
C 0.59145 -2.40320 0.07474  -1.11
O -2.58919 1.58818 0.04686  -0.37
N 0.12948 -1.03335 0.14351  0.01
I 3.05091 -0.19017 -0.02859  0.21
P 0.16692 1.54167 0.42391  0.24
H 1.43935 -2.55270 0.74428  0.41
H 0.74317 3.68115 -0.14641  0.28
H 1.81819 2.57006 -0.79450  0.25
H 0.90872 -2.63631 -0.94378  0.41

Atomic forces in eV per Å
C 0.60 -6.04 1.83
N 0.36 0.55 0.15
H -0.13 -0.36 0.10
C -1.69 5.81 -1.29
H 0.22 -0.14 -0.12
C 0.79 0.40 0.78
H -0.01 0.16 0.00
C 0.42 -1.11 -0.10
O -0.41 0.65 -0.17
N 0.54 0.70 -0.30
I -0.65 0.11 -0.11
P 0.28 -0.75 -0.72
H -0.15 0.10 -0.01
H 0.10 -0.16 0.03
H -0.21 -0.03 -0.14
H -0.04 0.10 0.08